This record from OMol25 describes a 30-piece molecular cluster, H60O30 overall. The level of theory is ωB97M-V with the def2-TZVPD basis set.

## Properties
multiplicity: 1
calculated total energy: -2293.23420 Ha
energy relative to the best compared isomer or geometry (same formula, charge and spin): 3.1876 eV
E_HOMO: -8.752 eV
molecular weight: 540.45 g mol⁻¹

CARTESIAN COORDINATES (ANGSTROEM)
O (-6.0605, 0.5222, 0.4616)
H (-5.2615, 0.7872, 0.0060)
H (-6.4823, 1.3461, 0.7053)
O (-2.7242, -1.1001, -2.6634)
H (-3.5721, -1.1906, -3.0981)
H (-2.1264, -0.8246, -3.3584)
O (2.3061, -0.7278, -1.2859)
H (2.9649, -0.0451, -1.4128)
H (1.5716, -0.2777, -0.8685)
O (-0.6276, 2.3243, 1.5146)
H (-1.3562, 2.9181, 1.6961)
H (0.1017, 2.6766, 2.0247)
O (-1.9137, 4.5620, -0.0615)
H (-1.8618, 3.6412, -0.3180)
H (-2.5761, 4.5817, 0.6292)
O (0.7638, 2.7172, 4.6649)
H (0.5190, 2.0436, 4.0304)
H (-0.0313, 3.2374, 4.7813)
O (-3.6688, 3.5278, 1.8319)
H (-4.5641, 3.3924, 1.5215)
H (-3.6615, 3.1551, 2.7135)
O (0.7339, -2.4264, 1.2547)
H (1.2536, -3.2149, 1.4113)
H (-0.0790, -2.7483, 0.8652)
O (-0.7083, 2.0584, -2.1609)
H (-0.5636, 1.2919, -1.6061)
H (-1.6283, 1.9983, -2.4182)
O (2.9163, -4.5129, -0.3573)
H (3.5714, -5.1606, -0.6172)
H (2.3009, -4.4866, -1.0900)
O (-3.4849, 2.6052, -2.5741)
H (-3.8175, 2.0752, -3.2984)
H (-4.2575, 3.0538, -2.2304)
O (-1.5822, 0.5167, 4.3477)
H (-0.8445, -0.0908, 4.4029)
H (-1.9631, 0.3538, 3.4848)
O (0.5033, 5.5448, 1.7067)
H (0.7603, 6.3755, 1.3067)
H (-0.0460, 5.1208, 1.0474)
O (3.4431, 4.3072, 0.8397)
H (3.9420, 4.5429, 0.0575)
H (2.6180, 4.7842, 0.7508)
O (-3.4793, 0.8315, -0.6738)
H (-3.0275, 0.1562, -1.1798)
H (-3.4659, 1.6040, -1.2388)
O (2.8279, -4.5304, 2.3826)
H (2.7780, -4.4033, 1.4352)
H (3.3041, -5.3538, 2.4895)
O (1.6336, -0.1299, 3.0502)
H (2.4602, 0.2662, 2.7744)
H (1.5030, -0.8592, 2.4442)
O (1.2108, 4.2616, -3.5142)
H (0.7907, 4.9124, -2.9519)
H (0.9096, 3.4195, -3.1732)
O (3.8274, -2.3203, 3.4373)
H (3.5795, -3.1999, 3.1527)
H (4.0279, -1.8532, 2.6262)
O (-1.9003, -4.0681, -3.0259)
H (-1.4792, -3.2533, -2.7520)
H (-2.2938, -4.4157, -2.2256)
O (-0.2073, 0.1803, -0.1853)
H (-0.4779, 0.8935, 0.3929)
H (-0.0616, -0.5620, 0.4013)
O (-0.2893, -0.5914, -4.8505)
H (-0.6015, -0.3618, -5.7258)
H (0.4508, -0.0038, -4.6979)
O (-0.6151, -5.2765, 0.3734)
H (-0.1612, -5.3661, -0.4645)
H (-1.5447, -5.2872, 0.1452)
O (4.4134, 1.0881, -1.5303)
H (4.8150, 1.1123, -2.3989)
H (4.4613, 1.9918, -1.2185)
O (0.4933, -2.5380, -3.0445)
H (1.0235, -2.0321, -2.4287)
H (0.1176, -1.8827, -3.6324)
O (-2.9714, 0.1975, 2.1742)
H (-3.1677, -0.7270, 2.0226)
H (-3.2790, 0.6409, 1.3836)
O (3.8216, 1.0627, 2.4268)
H (3.6232, 1.9805, 2.2411)
H (4.1215, 1.0611, 3.3358)
O (-1.7031, -2.4976, 0.1555)
H (-1.9406, -1.9902, -0.6207)
H (-2.5337, -2.8498, 0.4754)
O (4.3466, -1.4197, 0.7034)
H (4.3758, -0.4685, 0.6001)
H (3.6797, -1.7084, 0.0804)
O (0.8306, -5.2127, -2.3819)
H (0.0349, -5.4711, -2.8470)
H (0.9322, -4.2815, -2.5792)


This record from OMol25 describes one molecule with the formula C2H4N2O2. The level of theory is ωB97M-V with the def2-TZVPD basis set.

## Properties
multiplicity: 1
calculated total energy: -338.64238 Ha
energy relative to the best compared isomer or geometry (same formula, charge and spin): 0.2942 eV
E_HOMO: -10.404 eV
molecular weight: 88.07 g mol⁻¹
SMILES: NC(=O)NC=O

CARTESIAN COORDINATES (ANGSTROEM)
N (1.7668, 0.0459, -0.0408)
C (0.5661, -0.4471, 0.4073)
O (0.4066, -1.0346, 1.4525)
N (-0.4825, -0.1978, -0.4971)
C (-1.7475, 0.1524, -0.0714)
O (-2.5970, 0.5674, -0.8242)
H (2.5040, 0.0354, 0.6496)
H (1.7363, 0.8722, -0.6190)
H (-0.2819, -0.0359, -1.4749)
H (-1.8710, 0.0420, 1.0180)


This record from OMol25 describes C4H9N2O as an isolated structure. The level of theory is ωB97M-V with the def2-TZVPD basis set.

## Properties
multiplicity: 1
calculated total energy: -342.19808 Ha
energy relative to the best compared isomer or geometry (same formula, charge and spin): 4.3318 eV
E_HOMO: -13.808 eV
molecular weight: 101.13 g mol⁻¹
charge: +1

CARTESIAN COORDINATES (ANGSTROEM)
C (-0.1591, 0.4091, 1.5801)
C (0.0785, -0.8572, 1.4181)
C (0.4358, -0.6417, -2.2999)
C (-0.0743, 1.0855, 2.9061)
N (0.1386, 0.0096, -3.4015)
N (-0.3101, -0.6792, -1.2330)
O (-0.0184, -1.5363, -0.2633)
H (-0.4317, 1.0446, 0.7502)
H (0.3542, -1.7180, 1.9797)
H (1.3520, -1.2236, -2.2559)
H (-1.0666, 1.4111, 3.2125)
H (0.3321, 0.4292, 3.6685)
H (0.5516, 1.9711, 2.8107)
H (0.7551, -0.0268, -4.1984)
H (-0.7123, 0.5494, -3.4915)
H (-1.2255, -0.2268, -1.1823)


This record from OMol25 describes a 2-piece molecular cluster, C4H9N2 overall. The level of theory is ωB97M-V with the def2-TZVPD basis set.

## Properties
multiplicity: 1
calculated total energy: -266.90732 Ha
energy relative to the best compared isomer or geometry (same formula, charge and spin): 5.2236 eV
E_HOMO: -13.685 eV
molecular weight: 85.13 g mol⁻¹
charge: +1

CARTESIAN COORDINATES (ANGSTROEM)
C (1.5852, 0.2581, -0.1917)
C (1.5073, 0.7976, -1.3793)
C (-1.1868, -0.7602, 0.0569)
C (-1.3391, 0.3343, 1.1972)
N (-0.2186, -1.4879, -0.1873)
N (2.2892, -0.1747, 0.7586)
H (0.9904, 1.7673, -1.5998)
H (1.7521, 0.0796, -2.2676)
H (-2.0139, -0.9544, -0.5835)
H (-0.3996, 0.3123, 1.7786)
H (-2.3694, 0.3350, 1.6366)
H (-1.2593, 1.0657, 0.4880)
H (0.5646, -1.4205, 0.5236)
H (2.1314, -0.8665, 1.4163)
H (3.1834, 0.2760, 1.0721)


This record from OMol25 describes C6H10O4 as an isolated structure. The level of theory is ωB97M-V with the def2-TZVPD basis set.

## Properties
multiplicity: 1
calculated total energy: -535.38652 Ha
energy relative to the best compared isomer or geometry (same formula, charge and spin): 5.7025 eV
E_HOMO: -10.005 eV
molecular weight: 146.14 g mol⁻¹

CARTESIAN COORDINATES (ANGSTROEM)
C (0.6619, -0.9073, -0.3214)
C (-0.4626, -1.8863, -0.0515)
C (-1.5781, -0.8708, 0.3042)
C (-1.5317, 0.3929, -0.3641)
C (-0.5726, 1.4354, 0.3667)
C (0.6905, 0.4695, 0.4613)
H (2.5828, -0.7039, -0.0421)
H (0.5599, -0.6612, -1.3830)
H (-0.1543, -2.5966, 0.7389)
H (-0.6821, -2.5334, -1.0116)
H (-1.4872, -0.6180, 1.3453)
H (-1.2786, 0.4086, -1.3952)
H (-0.8183, 1.5785, 1.4058)
H (0.4859, 2.3495, -1.1245)
H (0.7949, 0.2170, 1.4899)
H (2.0208, 2.1141, 0.4516)
O (1.9397, -1.5337, -0.2400)
O (-2.7892, -0.2907, -0.1757)
O (-0.3163, 2.6393, -0.4127)
O (1.9347, 0.9972, -0.0418)


This record from OMol25 describes a 11-piece molecular cluster, C11H40F2N19O15S2 overall. The level of theory is ωB97M-V with the def2-TZVPD basis set.

## Properties
multiplicity: 1
calculated total energy: -3608.38666 Ha
energy relative to the best compared isomer or geometry (same formula, charge and spin): 1.3996 eV
E_HOMO: 2.440 eV
molecular weight: 780.69 g mol⁻¹
charge: -3

CARTESIAN COORDINATES (ANGSTROEM)
N (0.2308, -0.1742, 0.9125)
S (0.9824, 0.9165, 0.1376)
O (0.3847, 2.2087, -0.1134)
O (1.9118, 0.4479, -0.8928)
F (1.9019, 1.4322, 1.3758)
S (-1.1598, -0.0477, 0.0008)
O (-1.0103, -0.5740, -1.3437)
O (-2.1149, 1.0004, 0.1635)
F (-1.8354, -1.2658, 0.7629)
O (-0.6699, -4.7724, 1.3478)
C (-2.0539, -4.9474, 1.2766)
C (-2.7494, -6.3348, 0.9897)
O (-2.5564, -7.5422, 1.6760)
H (-2.5298, -4.2438, 0.5627)
H (-2.3739, -4.6374, 2.2946)
H (-2.3374, -6.6586, 0.0129)
H (-3.8275, -6.1135, 0.8386)
C (0.4906, -4.0025, -2.0392)
O (0.7613, -3.5226, -3.1643)
N (0.6432, -5.2776, -1.6367)
N (0.0487, -3.2078, -1.0510)
H (0.2471, -5.4960, -0.7174)
H (0.9390, -5.8840, -2.3807)
H (-0.3692, -2.3353, -1.3454)
H (-0.2518, -3.7128, -0.2146)
C (4.6081, 0.5806, 3.8863)
O (3.8337, -0.2982, 4.2291)
N (5.9527, 0.5212, 4.1567)
N (4.2653, 1.8524, 3.5813)
H (6.5353, 1.2082, 3.7117)
H (6.2352, -0.4491, 4.1760)
H (3.3070, 2.1626, 3.5285)
H (4.8997, 2.6235, 3.6724)
C (-0.1663, 2.1026, 4.1349)
O (-0.1848, 3.1390, 3.4645)
N (-0.5711, 2.0273, 5.4221)
N (-0.0373, 0.8851, 3.5836)
H (-0.4523, 1.2402, 6.0305)
H (-0.7896, 2.9329, 5.8068)
H (-0.1424, 0.0389, 4.1108)
H (-0.0083, 0.8652, 2.5680)
C (3.9603, 2.1288, -2.0469)
O (4.7082, 1.3183, -1.4910)
N (3.5285, 2.0319, -3.3084)
N (3.4722, 3.1953, -1.3838)
H (2.6339, 2.5116, -3.4453)
H (3.7534, 1.2584, -3.9090)
H (3.8889, 3.4385, -0.5038)
H (2.9165, 3.8931, -1.8427)
C (-5.4287, 1.9361, -1.7439)
O (-5.7029, 1.6154, -2.8928)
N (-4.3652, 2.7567, -1.4060)
N (-5.9586, 1.3900, -0.6424)
H (-4.1962, 3.5524, -1.9962)
H (-4.1108, 2.7690, -0.4345)
H (-5.5970, 1.6325, 0.2607)
H (-6.6512, 0.6685, -0.7423)
C (-0.5110, 5.5275, -0.7475)
O (-0.7056, 6.3122, 0.1736)
N (-1.4510, 4.6905, -1.2566)
N (0.6313, 5.4488, -1.5070)
H (-2.3335, 4.5921, -0.7929)
H (-1.0362, 4.0131, -1.8735)
H (0.6199, 4.7334, -2.2180)
H (1.3170, 6.1599, -1.3389)
C (4.4082, -2.4830, -2.3763)
O (4.8714, -3.5261, -2.8114)
N (3.0774, -2.3237, -2.0348)
N (5.0360, -1.2865, -2.4106)
H (2.7685, -1.5848, -1.4247)
H (2.4534, -2.9286, -2.5687)
H (6.0007, -1.4887, -2.6530)
H (4.8663, -0.5198, -1.7713)
C (-4.7499, -2.0463, 2.6811)
O (-5.4280, -1.0503, 2.9634)
N (-4.3709, -2.3426, 1.4337)
N (-4.4029, -2.9876, 3.5823)
H (-4.0905, -3.2735, 1.1619)
H (-4.9437, -1.8141, 0.7938)
H (-4.6521, -2.8949, 4.5483)
H (-3.8602, -3.7819, 3.2721)
C (0.3207, 1.8975, -3.4519)
O (1.0120, 2.8704, -3.0440)
N (-1.0268, 2.0711, -3.6568)
N (0.6611, 0.6764, -3.8055)
H (-1.6444, 1.2826, -3.7298)
H (-1.3989, 2.9834, -3.4646)
H (1.6407, 0.4290, -3.7509)
H (0.0829, -0.1401, -3.9096)


Question: What is the molecular weight in the fourth record?
Answer: 85.13 g mol⁻¹


Question: Which value of E_HOMO does entry 4 give?
Answer: -13.685 eV


Question: What is the formula in the second record?
Answer: C2H4N2O2


Question: Among the records above, which one has the lowest energy relative to the best compared isomer or geometry (same formula, charge and spin)?
Answer: C2H4N2O2